DFT (wB97M-V/def2-TZVPD) results for a cluster of 9 separate species, C27H46INO36S8 in total at a distorted geometry.

Calculated values
E: -7302.7551 Ha
LUMO level: -0.46 eV
SMILES: C=C[C@@]1(OC#N)OC(=O)O[C@@]1(I)CCC(C)C.O=S1(=O)OCCO1.O=S1(=O)OCCO1.O=S1(=O)OCCO1.O=S1(=O)OCCO1.O=S1(=O)OCCO1.O=S1(=O)OCCO1.O=S1(=O)OCCO1.O=S1(=O)OCCO1
frontier orbital gap: 9.73 eV

ORCA input file:
```
! wB97M-V def2-TZVPD RIJCOSX def2/J DEFGRID3
* xyz 0 1
H -1.130 3.388 -1.527
S 3.763 3.644 -0.928
H 1.595 -0.989 6.256
H -3.158 -0.130 3.359
C -0.320 -2.361 2.817
H -8.387 2.477 -0.053
O -4.252 -7.456 1.192
O 1.848 -2.547 2.079
O 4.125 -6.860 -2.341
H 2.543 7.004 -0.397
H -2.000 -6.098 0.403
H -1.463 -0.960 3.969
O -8.163 1.713 2.571
C -2.110 3.433 -2.007
H 2.089 7.111 1.318
O 3.174 2.443 -1.796
O 1.637 -4.783 1.646
S 2.761 -7.349 -3.014
C 1.683 -1.658 4.263
H -4.866 -3.713 3.351
O 1.626 7.662 -8.265
C -5.222 -2.801 3.841
O 0.628 7.232 -6.072
O 2.463 -6.530 -4.135
C 2.511 1.943 0.384
H 8.917 -2.900 -3.260
H -0.970 -2.435 4.783
H -3.372 -7.824 -0.646
S -4.392 -6.190 2.160
O 2.805 -8.763 -3.134
H 2.873 8.613 -5.304
O 1.787 -6.937 -1.820
O 1.393 5.339 -7.460
H -5.846 -3.087 4.691
O 1.193 -0.401 2.178
C -3.890 -7.023 -0.128
O 2.966 4.799 -1.165
H 3.744 -5.058 -1.409
H 0.906 0.195 4.987
H 9.843 -3.853 -2.075
H 2.029 -6.000 0.028
H 3.755 0.691 -0.879
C 1.292 7.222 -4.796
O -4.164 0.679 -2.547
H -4.882 -0.359 3.140
H 1.201 6.222 -4.363
O 0.693 9.046 -2.290
O -3.610 -6.430 3.320
H -7.762 3.656 1.991
N -0.633 1.240 2.393
O -7.402 0.754 0.512
C -2.045 2.989 -3.454
O 8.256 -2.788 -1.300
H -2.970 -5.143 -0.744
O -3.634 -5.141 1.218
H -2.688 -3.708 4.131
H -1.162 3.350 -3.973
C 8.846 -3.531 -2.379
C -3.012 -5.811 0.111
C -2.751 -2.726 3.647
O -0.116 10.238 -0.283
H 0.847 7.952 -4.131
O -9.472 -0.090 1.556
H 3.892 8.907 0.405
C -7.362 2.656 1.850
C -3.961 -1.987 4.271
O -5.754 -5.808 2.252
H 2.713 -7.639 -0.111
C 2.811 8.983 0.486
S -8.136 0.285 1.849
H -2.529 4.428 -1.887
C 2.732 7.545 -5.131
H 4.674 -6.222 -0.441
O -7.269 -0.585 2.562
H 2.399 -2.459 4.431
H -6.615 2.533 -0.192
C 2.865 1.318 -0.950
H 8.389 -5.555 -3.061
O 2.976 6.846 -6.363
O -2.007 1.554 -3.372
H 3.428 7.203 -4.370
C 0.297 0.531 2.415
H -5.858 -2.278 3.122
O -2.060 0.179 -1.355
C 2.112 7.643 0.372
C 3.852 -6.111 -1.142
S 0.779 9.328 -0.899
C 1.051 -1.628 2.884
O 8.224 -4.001 0.851
H 7.014 -4.426 -3.128
H -3.876 -2.079 5.361
H 2.548 9.495 1.414
C -1.387 -2.045 3.846
H -4.281 0.139 4.704
S 1.626 6.717 -7.209
C 2.555 -6.688 -0.624
S -2.865 1.057 -2.123
O 5.171 3.713 -1.065
S 7.460 -3.766 -0.319
C 7.912 -4.709 -2.574
H 2.048 0.743 -1.377
H 2.641 1.262 1.218
O 3.433 3.039 0.507
I -0.965 -2.294 0.729
C 1.364 -0.768 5.216
O 0.224 -3.675 3.085
O 7.531 -5.072 -1.238
O -2.973 2.471 -1.380
C -4.062 -0.509 3.848
H -2.939 3.282 -4.008
H -4.800 -6.761 -0.670
C -7.443 2.187 0.413
O 6.112 -3.321 -0.249
O 2.292 9.746 -0.614
H -2.971 -2.921 2.595
O 0.773 7.981 -0.044
C 1.282 -3.780 2.212
H 1.494 2.342 0.385
H -6.340 2.611 2.231
*
```